ORCA calculation (ωB97M-V/def2-TZVPD) on an isolated ion of composition C9H11N2 and charge +1.

CARTESIAN COORDINATES (ANGSTROEM)
1 C 1.11907 2.17248 0.00952
2 C 1.74842 0.95060 0.45797
3 C -0.04758 2.12241 -0.58496
4 C 1.61897 -1.49012 0.40838
5 C -0.09407 -2.47243 -0.68050
6 C 1.04783 -0.19788 0.37496
7 C -0.87155 0.99855 -0.87306
8 C -0.61734 -0.22369 0.05874
9 C -1.30292 -0.21730 1.41287
10 N 1.05717 -2.57030 -0.02071
11 N -0.90896 -1.45103 -0.59479
12 H 1.64591 3.15960 0.38702
13 H 2.84403 0.88770 0.46501
14 H -0.47233 3.00416 -1.02744
15 H 2.61717 -1.48353 0.76025
16 H -0.31663 -3.32155 -1.48923
17 H -1.95113 1.32381 -0.88949
18 H -0.79610 0.61223 -1.91518
19 H -2.36767 -0.07727 1.09003
20 H -1.07487 0.78478 1.70957
21 H -1.13285 -1.06797 2.12199
22 H -1.74458 -1.44325 -1.18096

Forces on the atoms, in the same order (eV/Å):
C 4.743 0.356 4.110
C 1.302 4.111 -0.944
C -2.373 2.092 -1.925
C 0.258 3.046 1.006
C 0.428 -2.604 -1.715
C -4.667 -4.400 -1.646
C -2.337 -2.578 -0.403
C 4.274 0.297 0.930
C -1.689 0.999 -1.136
N -1.184 -1.855 -1.390
N -0.717 -0.238 -1.477
H -1.118 -1.941 -1.633
H -0.438 0.237 0.635
H 0.073 0.719 0.252
H 1.005 -0.679 0.423
H 0.148 1.871 2.237
H 0.803 -0.295 0.463
H 0.541 0.423 0.404
H 0.385 -0.750 0.863
H 0.296 0.413 1.536
H 0.028 1.021 -0.830
H 0.240 -0.245 0.240

The spin multiplicity is 3. Its energy above the lowest of the compared OMol25 structures with the same formula, charge and spin is 54.4 kJ/mol. The LUMO energy (spin up / spin down) is -3.87 / -7.56 eV. As for the net charge: +1. The value obtained for the orbital gap (spin up / spin down) is 7.10 / 6.70 eV. The HOMO energy (spin up / spin down) comes out at -0.4033 / -0.5240 Ha.

=====

ORCA calculation (ωB97M-V/def2-TZVPD) on a 7-piece molecular cluster, C7H28N14O7 overall.

CARTESIAN COORDINATES (ANGSTROEM)
1 C -1.79315 -17.89435 -5.52966
2 O -2.06341 -16.97390 -6.23211
3 N -0.76932 -18.60294 -5.68644
4 N -2.47329 -18.18336 -4.43124
5 H -0.50663 -18.74960 -6.65059
6 H -0.58585 -19.37510 -5.06179
7 H -2.07489 -18.84123 -3.77659
8 H -3.34520 -17.71393 -4.23242
9 C 1.19920 -20.89189 -8.72381
10 O 0.17489 -21.46701 -8.83487
11 N 2.01255 -20.83058 -9.76255
12 N 1.73725 -20.64517 -7.54051
13 H 1.70926 -20.69153 -10.71585
14 H 3.01300 -20.88569 -9.63545
15 H 1.19798 -20.84961 -6.71137
16 H 2.69139 -20.31479 -7.51664
17 C -2.81487 -20.01453 -1.02895
18 O -2.03381 -19.25734 -1.66747
19 N -2.79467 -21.30206 -0.91920
20 N -3.77405 -19.48278 -0.39605
21 H -1.95325 -21.75022 -1.25278
22 H -3.57302 -21.84747 -0.57744
23 H -3.74263 -18.47547 -0.32948
24 H -4.54329 -20.04780 -0.06570
25 C -6.21720 -16.74057 -6.05060
26 O -7.06529 -16.30114 -5.22893
27 N -6.38076 -16.91500 -7.33698
28 N -5.03813 -17.25724 -5.70256
29 H -5.63881 -17.41357 -7.80715
30 H -7.23192 -16.60384 -7.78284
31 H -4.90127 -17.20385 -4.70330
32 H -4.25830 -17.37942 -6.33266
33 C -1.10010 -16.18969 -1.32152
34 O -0.99546 -16.86194 -0.23569
35 N -0.15463 -15.85953 -2.09923
36 N -2.29701 -15.86579 -1.80899
37 H 0.78905 -16.20756 -2.00734
38 H -0.46555 -15.30142 -2.88150
39 H -3.10466 -15.93058 -1.20598
40 H -2.37381 -15.99336 -2.80795
41 C -2.68807 -19.38031 -8.42089
42 O -3.67507 -19.01681 -7.88162
43 N -2.49313 -20.63686 -8.77392
44 N -1.59297 -18.57395 -8.53756
45 H -3.34314 -21.17739 -8.84744
46 H -1.65350 -21.03927 -9.16534
47 H -0.69167 -18.86716 -8.88652
48 H -1.88039 -17.67542 -8.17680
49 C -1.58475 -22.16882 -5.14226
50 O -0.41257 -21.96506 -5.20956
51 N -2.31231 -21.93411 -4.10737
52 N -2.30710 -22.65608 -6.01846
53 H -3.30759 -22.02806 -4.25122
54 H -1.71985 -21.72728 -3.31597
55 H -1.90322 -23.04920 -6.85657
56 H -3.22547 -22.89663 -5.67372

Forces on the atoms, in the same order (eV/Å):
C -2.565 1.895 1.564
O -1.470 3.101 -2.517
N 5.823 -4.319 -1.101
N -1.499 -0.207 2.890
H 0.309 0.084 0.077
H -0.036 -0.224 -0.335
H -0.663 -0.015 0.231
H 0.563 -0.390 -0.054
C 2.026 -1.840 0.388
O -5.320 -0.827 -0.264
N 2.983 1.331 -2.587
N 1.088 1.368 1.566
H -0.295 -0.405 0.433
H -0.221 0.375 -0.053
H 0.219 -0.280 0.004
H -0.393 0.088 0.514
C 2.598 2.249 -2.322
O 0.566 -1.142 0.376
N 1.732 -3.769 -0.912
N -4.270 2.850 2.620
H -0.461 -0.395 0.111
H 0.459 0.080 0.048
H -0.683 -0.406 0.022
H 0.052 0.666 0.353
C -2.287 0.431 2.420
O 1.638 -0.521 -1.448
N -1.089 0.400 -2.654
N 1.401 -0.232 2.458
H -0.523 0.057 -0.509
H 0.379 -0.186 -0.048
H 0.072 0.067 -0.431
H 0.045 -0.028 0.093
C -1.826 -0.808 0.275
O -0.114 0.172 0.169
N 2.927 0.439 -1.142
N -1.122 -0.246 1.117
H -0.010 0.106 -0.143
H 0.827 0.167 -0.184
H -0.126 -0.005 -0.279
H -0.608 -0.092 -0.145
C 3.797 -0.969 -0.506
O -3.856 1.829 1.389
N -0.847 -2.557 -1.132
N -0.523 0.529 -0.124
H 0.233 -0.007 0.115
H 0.138 0.362 0.120
H -0.434 0.344 -0.110
H 1.176 0.488 -0.092
C 2.607 1.020 1.354
O 4.068 1.049 -0.047
N -1.095 1.632 4.730
N -4.213 -3.711 -6.806
H 0.295 0.512 1.565
H -1.253 0.319 0.396
H -0.382 0.175 -0.001
H 0.163 -0.606 -1.450

The spin multiplicity is 2. Its energy above the lowest of the compared OMol25 structures with the same formula, charge and spin is 98.1 kJ/mol. The LUMO energy (spin up / spin down) is -2.87 / -8.34 eV. As for the net charge: +1. The value obtained for the orbital gap (spin up / spin down) is 8.12 / 2.66 eV. The HOMO energy (spin up / spin down) comes out at -0.4042 / -0.4042 Ha.